ORCA calculation (wB97M-V/def2-TZVPD) on 10 unconnected molecules or ions with the total composition C63H93F4N16O12S4 at a distorted geometry.

Charge: +6
Highest occupied orbital energy: -18.5 eV
Kohn-Sham gap: 5.000 eV
LUMO level: -0.49700 Eh
E_tot: -169387.739 eV
Spin multiplicity: 2

Last column: Löwdin spin population.
Geometry (Å):
C -9.9172 -0.3770 -1.2344  0.00
C -9.1408 0.3202 -0.1637  0.03
C -9.9220 -0.1272 1.1351  0.01
C -9.0933 -0.0571 2.4823  0.00
C -7.6187 0.4810 2.2636  0.00
C -6.8548 -0.0002 1.0695  0.03
N -7.7822 -0.2467 -0.0569  0.42
O -7.1113 -0.7216 -1.2930  0.46
C -6.1252 -1.2391 1.6157  0.01
C -5.8344 1.0871 0.8208  0.02
C -9.0571 1.8753 -0.2738  0.02
H -9.6337 0.0268 -2.2064  0.00
H -10.9963 -0.2529 -1.1443  0.00
H -9.6920 -1.4379 -1.3441  0.00
H -10.3140 -1.1366 1.0107  0.00
H -10.7540 0.5655 1.2614  0.00
H -8.9463 -0.9545 3.0832  0.00
H -9.6541 0.5495 3.1934  0.00
H -7.0893 0.2334 3.1837  0.00
H -7.6961 1.5677 2.2964  0.00
H -5.7480 -1.7752 0.7449  0.00
H -6.8656 -1.8930 2.0766  0.00
H -5.2925 -0.9527 2.2581  0.00
H -5.2008 0.8704 -0.0393  0.00
H -5.2036 1.2566 1.6934  0.00
H -6.2155 2.0952 0.6578  0.00
H -8.3431 2.1164 -1.0613  0.00
H -8.5668 2.3136 0.5954  0.00
H -10.0383 2.3119 -0.4600  0.00
C -12.6492 2.5715 -2.7109  0.00
C -13.9513 2.1270 -2.0492  0.00
N -13.8105 1.7509 -0.6231  0.00
C -13.6150 2.5971 0.4089  0.00
C -13.5824 1.8552 1.5774  0.00
N -13.7070 0.4929 1.2604  0.00
C -13.8967 0.4403 -0.1397  0.00
C -13.7453 -0.5987 2.2491  0.00
H -11.8647 1.8353 -2.5352  0.00
H -12.3829 3.4922 -2.1918  0.00
H -12.6523 2.7901 -3.7787  0.00
H -14.3065 1.2687 -2.6195  0.00
H -14.7609 2.8543 -2.1097  0.00
H -13.4764 3.6586 0.2655  0.00
H -13.4758 2.3794 2.5156  0.00
H -14.0453 -0.4888 -0.6699  0.00
H -12.9324 -1.3115 2.1104  0.00
H -14.6474 -1.1882 2.0848  0.00
H -13.6248 -0.2288 3.2673  0.00
C -11.7521 8.6917 2.2643  0.00
C -12.3761 7.4553 1.5234  0.00
N -11.4530 6.3496 1.4763  0.00
C -10.5582 6.1709 0.4896  0.00
C -9.8251 5.0057 0.8198  0.00
N -10.4305 4.4890 1.9176  0.00
C -11.4160 5.2879 2.3190  0.00
C -9.9334 3.3421 2.6530  0.00
H -12.4017 9.5593 2.3804  0.00
H -10.8810 8.8841 1.6380  0.00
H -11.5110 8.3393 3.2672  0.00
H -12.5739 7.8931 0.5449  0.00
H -13.3381 7.0522 1.8398  0.00
H -10.4392 6.9462 -0.2528  0.00
H -8.9109 4.5880 0.4245  0.00
H -12.0334 5.1553 3.1952  0.00
H -10.3532 2.4536 2.1814  0.00
H -10.3287 3.3541 3.6688  0.00
H -8.8468 3.3632 2.7359  0.00
C -7.1271 1.6491 7.3781  0.00
C -6.5441 1.3509 6.0198  0.00
N -6.5268 -0.0417 5.6635  0.00
C -5.3369 -0.8064 5.4964  0.00
C -5.7971 -2.1448 5.1916  0.00
N -7.1757 -2.1816 5.3018  0.00
C -7.6346 -0.8988 5.6202  0.00
C -8.0226 -3.3529 5.2076  0.00
H -7.0167 2.6942 7.6674  0.00
H -6.6670 1.0652 8.1752  0.00
H -8.2156 1.5980 7.4042  0.00
H -5.4862 1.6131 6.0240  0.00
H -7.0448 1.9257 5.2407  0.00
H -4.3642 -0.3546 5.3691  0.00
H -5.2899 -3.0664 4.9473  0.00
H -8.6564 -0.5895 5.7836  0.00
H -7.3736 -4.2269 5.2635  0.00
H -8.6008 -3.2255 4.2924  0.00
H -8.6055 -3.3542 6.1287  0.00
C -9.5519 -4.6368 2.0226  0.00
N -9.3619 -4.6914 0.5639  0.00
C -9.9325 -5.7493 -0.1062  0.00
C -9.6580 -5.8732 -1.5125  0.00
C -8.9269 -4.9083 -2.1635  0.00
C -8.3552 -3.9188 -1.3963  0.00
C -8.6707 -3.7652 -0.0874  0.00
C -8.6976 -4.8899 -3.6579  0.00
C -8.0083 -5.9631 -4.1618  0.00
C -7.6413 -5.9581 -5.4970  0.00
N -8.0706 -4.9833 -6.3522  0.00
C -8.8557 -3.9160 -5.9100  0.00
C -9.1314 -3.8500 -4.5324  0.00
C -7.4669 -4.8033 -7.7179  0.00
H -8.6537 -5.0155 2.5103  0.00
H -10.4989 -5.1159 2.2714  0.00
H -9.6230 -3.5614 2.1857  0.00
H -10.5780 -6.3992 0.4659  0.00
H -10.1167 -6.6814 -2.0627  0.00
H -7.7872 -3.1482 -1.8963  0.00
H -8.3382 -2.9184 0.4947  0.00
H -7.6353 -6.7670 -3.5446  0.00
H -7.0235 -6.7346 -5.9234  0.00
H -9.0956 -3.1229 -6.6027  0.00
H -9.5903 -2.9677 -4.1114  0.00
H -6.7920 -3.9491 -7.6631  0.00
H -8.2240 -4.5614 -8.4637  0.00
H -6.8785 -5.6708 -8.0168  0.00
C -6.3984 2.4583 -3.2376  0.00
N -5.7925 1.4556 -4.1762  0.00
C -4.5268 1.7253 -4.7002  0.00
C -3.9053 0.7506 -5.5233  0.00
C -4.5449 -0.4597 -5.8965  0.00
C -5.8212 -0.6273 -5.2976  0.00
C -6.4408 0.3299 -4.4825  0.00
C -3.9483 -1.3702 -6.9016  0.00
C -4.0126 -2.7684 -6.6276  0.00
C -3.4961 -3.6199 -7.5823  0.00
N -2.8537 -3.1883 -8.6585  0.00
C -2.6886 -1.8453 -8.9255  0.00
C -3.3297 -0.9242 -8.1218  0.00
C -2.2657 -4.1439 -9.6548  0.00
H -6.5397 1.9469 -2.2854  0.00
H -7.3590 2.7921 -3.6300  0.00
H -5.7187 3.3093 -3.2812  0.00
H -4.0969 2.6805 -4.4369  0.00
H -2.9252 0.7908 -5.9753  0.00
H -6.4035 -1.4966 -5.5655  0.00
H -7.4382 0.2670 -4.0729  0.00
H -4.5370 -3.0800 -5.7363  0.00
H -3.6311 -4.6909 -7.6174  0.00
H -2.1402 -1.6491 -9.8350  0.00
H -3.2578 0.1471 -8.2389  0.00
H -2.5034 -3.8657 -10.6816  0.00
H -2.5677 -5.1536 -9.3765  0.00
H -1.1793 -4.0831 -9.5896  0.00
C -1.9824 0.9907 2.2458  0.00
N -2.4221 -0.2344 1.5667  0.00
C -2.8155 -0.1571 0.2802  0.00
C -3.1763 -1.3916 -0.3713  0.00
C -3.0701 -2.6086 0.2983  0.00
C -2.7128 -2.6233 1.6568  0.00
C -2.3647 -1.4226 2.2952  0.00
C -3.4903 -3.8240 -0.4171  0.00
C -4.6938 -3.8777 -1.1449  0.00
C -5.1026 -5.1285 -1.6358  0.00
N -4.4290 -6.2762 -1.2669  0.00
C -3.2159 -6.1952 -0.5954  0.00
C -2.7414 -4.9870 -0.1163  0.00
C -4.8364 -7.6511 -1.7596  0.00
H -2.8304 1.6255 2.5028  0.00
H -1.3290 1.5449 1.5720  0.00
H -1.3914 0.7311 3.1242  0.00
H -2.8098 0.8257 -0.1675  0.00
H -3.5879 -1.3462 -1.3688  0.00
H -2.5377 -3.5069 2.2526  0.00
H -2.0580 -1.3940 3.3304  0.00
H -5.1555 -2.9343 -1.3963  0.00
H -6.0354 -5.2177 -2.1726  0.00
H -2.7469 -7.1388 -0.3584  0.00
H -1.7594 -5.0260 0.3315  0.00
H -4.1196 -7.8960 -2.5434  0.00
H -5.8099 -7.7093 -2.2465  0.00
H -4.7141 -8.3510 -0.9330  0.00
N -2.3873 3.3654 -0.1804  0.00
S -3.7448 4.4207 -0.3361  0.00
O -4.8639 3.9527 -1.1696  0.00
O -3.3757 5.8293 -0.3568  0.00
F -4.2785 4.2613 1.1620  0.00
S -2.3208 3.1769 -1.7301  0.00
O -2.2139 4.3431 -2.6117  0.00
O -2.9771 1.9973 -2.2511  0.00
F -0.7398 2.7048 -1.6872  0.00
N -14.3487 -2.9274 -1.5823  0.00
S -12.9439 -3.5744 -0.8622  0.00
O -12.9705 -4.8756 -0.2214  0.00
O -11.9937 -2.5707 -0.3171  0.00
F -12.1200 -3.8857 -2.2201  0.00
S -15.3302 -3.8694 -1.0815  0.00
O -15.6943 -3.6834 0.2806  0.00
O -15.4494 -5.1958 -1.7255  0.00
F -16.5393 -3.0989 -1.8971  0.00
N -5.4072 -5.2948 2.2920  0.00
O -4.3835 -5.2927 2.9323  0.00
O -5.7843 -6.1811 1.5445  0.00
O -6.2551 -4.4129 2.5943  0.00